(1)
C45H39BrF4N2O5PPdTe | ωB97M-V/def2-TZVPD

frontier orbital gap (spin up / spin down)	0.319 / 0.192	hartree
E	-161468.8453	eV
LUMO energy (spin up / spin down)	-4.597 / -8.769	eV
total charge	+2
multiplicity	6

Last column: Löwdin spin population.
Atoms and positions in Å:
Pd -0.290 0.795 0.034  1.28
F 3.510 4.696 -4.507  0.00
C 2.495 4.251 -3.794  0.00
C 1.309 4.963 -3.741  0.00
F 1.188 6.095 -4.411  0.00
C 0.251 4.476 -2.986  0.01
F -0.872 5.188 -2.989  0.00
C 0.337 3.295 -2.260  0.03
P -1.073 2.801 -1.216  0.17
C -1.426 4.276 -0.239  0.02
C -0.557 4.565 0.814  0.01
C -0.729 5.721 1.558  0.00
C -1.768 6.591 1.261  0.01
C -2.621 6.318 0.201  0.00
C -2.451 5.170 -0.555  0.01
C -2.414 2.505 -2.377  0.02
C -2.139 2.040 -3.664  0.02
C -3.177 1.798 -4.550  0.00
C -4.491 2.023 -4.161  0.02
C -4.772 2.466 -2.875  0.00
C -3.740 2.691 -1.978  0.02
C 1.535 2.591 -2.354  0.00
Br 1.800 0.900 -1.541  0.08
C 2.602 3.052 -3.100  0.00
F 3.734 2.364 -3.184  0.00
H 0.266 3.904 1.038  0.00
H -0.051 5.940 2.371  0.00
H -1.905 7.490 1.844  0.00
H -3.415 7.007 -0.050  0.00
H -3.100 4.997 -1.400  0.00
H -1.117 1.877 -3.983  0.00
H -2.958 1.449 -5.550  0.00
H -5.297 1.855 -4.862  0.00
H -5.795 2.636 -2.569  0.00
H -3.970 3.011 -0.971  0.00
O -1.321 1.290 1.890  0.14
C -0.217 1.659 2.397  0.02
O 0.778 1.844 1.629  0.13
C -0.093 1.799 3.861  0.01
C 1.142 2.105 4.431  0.00
C 1.268 2.194 5.809  0.00
C 0.165 1.973 6.622  0.00
C -1.047 1.678 6.027  0.00
C -1.209 1.586 4.662  0.00
N -2.226 1.436 6.887  0.00
O -3.290 1.288 6.331  0.00
O -2.040 1.399 8.078  0.00
H 1.991 2.283 3.784  0.00
H 2.222 2.438 6.255  0.00
H 0.231 2.026 7.700  0.00
H -2.176 1.359 4.237  0.00
C -3.856 -0.403 -0.975  0.03
C -2.601 -1.104 -1.354  0.09
O -2.530 -1.922 -2.265  0.35
N -1.414 -0.853 -0.708  1.11
Te -0.175 -2.924 -0.850  0.74
C 0.675 -4.788 -1.349  0.23
C 1.165 -5.599 -0.319  0.06
C 1.040 -5.303 1.149  0.01
C 1.823 -6.748 -0.736  0.02
C 1.947 -7.089 -2.083  0.05
C 2.653 -8.345 -2.495  0.01
C 1.378 -6.260 -3.050  0.01
C 0.700 -5.100 -2.714  0.05
C 0.095 -4.240 -3.787  0.02
C 1.188 -2.148 0.498  0.06
C 0.708 -1.729 1.748  0.03
C -0.691 -1.973 2.248  0.03
C 1.623 -1.147 2.619  0.00
C 2.962 -0.993 2.283  0.02
C 3.925 -0.350 3.235  0.00
C 3.396 -1.447 1.038  0.00
C 2.536 -2.029 0.120  0.02
C 3.083 -2.498 -1.202  0.01
H -4.562 -1.158 -0.624  0.00
H -4.278 0.066 -1.861  0.00
H -3.686 0.331 -0.188  0.00
H 0.076 -4.855 1.405  0.01
H 1.830 -4.630 1.485  0.00
H 1.123 -6.226 1.719  0.00
H 2.233 -7.410 0.017  0.00
H 3.019 -8.902 -1.636  0.00
H 3.501 -8.109 -3.140  0.00
H 1.982 -8.989 -3.065  0.00
H 1.451 -6.535 -4.096  0.00
H -0.104 -4.837 -4.675  0.00
H 0.777 -3.438 -4.079  0.00
H -0.855 -3.789 -3.490  0.01
H -1.426 -2.158 1.461  0.02
H -1.055 -1.122 2.825  0.00
H -0.699 -2.847 2.903  0.00
H 1.276 -0.817 3.592  0.00
H 3.446 -0.102 4.179  0.00
H 4.332 0.566 2.803  0.00
H 4.767 -1.013 3.440  0.00
H 4.438 -1.327 0.767  0.00
H 3.980 -1.936 -1.458  0.00
H 2.380 -2.369 -2.029  0.01
H 3.349 -3.556 -1.162  0.00

***

(2)
C45H39Cl2ErN2O3P2S5 | ωB97M-V/def2-TZVPD

frontier orbital gap (spin up / spin down)	0.209 / 0.211	hartree
E	-181840.9178	eV
LUMO energy (spin up / spin down)	-0.507 / -0.473	eV
multiplicity	4

Last column: Löwdin spin population.
Atoms and positions in Å:
Er 1.726 -1.606 0.569  3.03
O 7.817 -2.295 0.007  0.00
C 6.798 -2.808 -0.348  0.00
S 5.853 -4.139 0.631  0.00
C 4.280 -3.536 0.308  0.00
C 4.197 -2.807 -0.970  0.00
S 2.798 -2.176 -1.734  -0.01
S 5.690 -2.501 -1.740  0.00
S 2.988 -3.855 1.337  -0.01
C -2.342 7.171 0.355  0.00
S -0.709 7.183 -0.434  0.00
C -0.098 5.601 0.183  0.00
C -0.058 4.355 -0.599  0.00
C 0.343 3.235 0.361  0.00
N 1.161 2.144 -0.146  0.00
P 3.020 2.189 0.016  0.00
C 3.588 3.703 0.908  0.00
C 3.921 3.700 2.235  0.00
C 4.501 4.859 2.778  0.00
C 4.503 6.044 2.066  0.00
C 4.051 6.060 0.745  0.00
C 3.659 4.858 0.139  0.00
C 3.508 0.929 1.278  0.00
C 2.527 0.199 1.994  0.00
C 2.909 -0.878 2.895  0.00
C 4.273 -1.018 3.174  0.00
C 5.218 -0.321 2.443  0.00
C 4.872 0.719 1.510  0.00
P 0.364 0.717 -0.771  0.00
C 0.510 0.361 -2.557  0.00
C 1.630 0.840 -3.285  0.00
C 1.719 0.588 -4.629  0.00
C 0.775 -0.165 -5.312  0.00
C -0.310 -0.732 -4.537  0.00
C -0.447 -0.413 -3.198  0.00
C -1.352 1.032 -0.473  0.00
C -1.873 0.694 0.825  0.00
C -3.213 0.874 1.069  0.00
C -3.988 1.653 0.196  0.00
C -3.473 1.965 -1.053  0.00
C -2.180 1.641 -1.411  0.00
H -2.274 6.820 1.396  0.00
H -3.119 6.467 -0.058  0.00
H -2.779 8.188 0.317  0.00
H -0.628 5.484 1.186  0.00
H 0.931 5.976 0.333  0.00
H 0.629 4.480 -1.439  0.00
H -1.039 4.116 -1.102  0.00
H -0.596 2.872 0.830  0.00
H 0.984 3.660 1.149  0.00
H 3.897 2.802 2.805  0.00
H 4.991 4.660 3.723  0.00
H 4.793 7.024 2.445  0.00
H 4.027 7.013 0.235  0.00
H 3.445 4.888 -0.934  0.00
H 1.453 0.557 2.073  0.00
H 2.109 -1.402 3.365  0.00
H 4.583 -1.809 3.861  0.00
H 6.213 -0.657 2.358  0.00
H 5.674 1.364 1.042  0.00
H 2.451 1.409 -2.751  0.00
H 2.553 1.063 -5.186  0.00
H 0.995 -0.531 -6.273  0.00
H -1.080 -1.350 -5.065  0.00
H -1.332 -0.748 -2.651  0.00
H -1.174 0.200 1.515  0.00
H -3.612 0.457 1.970  0.00
H -4.958 1.948 0.574  0.00
H -4.140 2.298 -1.893  0.00
H -1.803 1.846 -2.421  0.00
Cl -3.154 -4.455 -2.241  0.00
C -4.700 -3.915 -1.539  0.00
C -5.674 -3.396 -2.451  0.00
C -6.800 -2.652 -2.030  0.00
C -7.102 -2.565 -0.641  0.00
C -6.264 -3.172 0.288  0.00
Cl -6.755 -3.229 1.877  0.00
C -5.008 -3.858 -0.147  0.00
N -4.340 -4.598 0.801  0.00
C -3.126 -5.309 0.754  0.00
C -3.077 -6.613 0.297  0.00
C -1.882 -7.335 0.275  0.00
C -0.710 -6.725 0.763  0.00
C -0.779 -5.384 1.262  0.00
C -1.938 -4.637 1.224  0.00
C -1.992 -3.087 1.482  0.00
C -0.637 -2.388 1.171  0.00
O 0.001 -1.605 1.999  0.00
O -0.116 -2.643 0.020  0.00
H -5.443 -3.631 -3.487  0.00
H -7.444 -2.304 -2.822  0.00
H -7.996 -1.992 -0.283  0.00
H -4.732 -4.530 1.748  0.00
H -4.055 -7.039 0.011  0.00
H -1.986 -8.347 -0.128  0.00
H 0.278 -7.211 0.726  0.00
H 0.188 -4.970 1.587  0.00
H -2.354 -2.844 2.500  0.00
H -2.750 -2.726 0.753  0.00